Computed, not measured: a structure of composition C28H52N7O3PS2, with ωB97M-V/def2-TZVPD.

Geometry as XYZ:
```
93
C28H52N7O3PS2, DFT ωB97M-V/def2-TZVPD
O 4.9553 -1.8637 -0.1539
S 4.2143 -0.9773 -0.9792
O 3.3382 -1.9614 -1.9348
O 5.4943 -0.4058 -2.0962
P 4.9282 0.6602 -3.1528
S 4.7214 2.4321 -2.4314
H 3.5248 -1.8002 -2.8765
H 3.6719 0.1842 -3.5487
H 5.8327 0.5515 -4.2099
C -0.1080 -2.9780 2.2440
C 1.0482 -2.9539 3.2348
C 1.7391 -1.5858 3.2888
C 2.2914 -1.2438 1.9841
N 2.7288 -0.9845 0.9503
H 0.2324 -2.7816 1.2303
H -0.5885 -3.9563 2.2458
H -0.8619 -2.2314 2.4940
H 1.7806 -3.7171 2.9634
H 0.6813 -3.2072 4.2307
H 2.5547 -1.5940 4.0127
H 1.0337 -0.8068 3.5832
C 2.0405 2.7789 0.4994
C 1.3265 4.1159 0.3592
C 0.6193 4.5456 1.6522
C -0.3937 3.5660 2.0342
N -1.1996 2.7886 2.3150
H 1.3356 1.9746 0.7196
H 2.5537 2.5152 -0.4234
H 2.7844 2.8135 1.2984
H 0.5973 4.0526 -0.4514
H 2.0472 4.8861 0.0806
H 0.1300 5.5102 1.5216
H 1.3335 4.6452 2.4696
C -3.2457 1.4862 -1.6449
C -3.7615 0.9482 -0.3157
C -2.7471 1.0869 0.8252
C -1.5307 0.3387 0.5348
N -0.5764 -0.2699 0.3170
H -2.3695 0.9322 -1.9840
H -4.0097 1.3939 -2.4164
H -2.9741 2.5404 -1.5639
H -4.0339 -0.1025 -0.4334
H -4.6711 1.4862 -0.0414
H -3.1636 0.7058 1.7582
H -2.4814 2.1322 0.9847
C 0.0073 -6.3339 -2.3414
C 0.5266 -4.9051 -2.4584
C 0.4118 -4.1190 -1.1482
C -0.9783 -4.0131 -0.7122
N -2.0804 -3.9304 -0.3813
H -1.0557 -6.3526 -2.0976
H 0.1358 -6.8661 -3.2840
H 0.5446 -6.8856 -1.5672
H -0.0219 -4.3833 -3.2438
H 1.5744 -4.9214 -2.7598
H 0.8088 -3.1098 -1.2729
H 0.9839 -4.6083 -0.3573
C 6.2832 -3.7108 -6.6477
C 6.6838 -3.5661 -5.1840
C 5.6678 -4.1940 -4.2212
C 4.3606 -3.5632 -4.3480
N 3.3256 -3.0617 -4.4498
H 5.3454 -3.1945 -6.8578
H 7.0454 -3.2800 -7.2957
H 6.1631 -4.7605 -6.9210
H 6.8047 -2.5085 -4.9433
H 7.6515 -4.0422 -5.0237
H 5.9979 -4.0797 -3.1873
H 5.5552 -5.2604 -4.4232
C -6.7274 -2.3578 1.6664
C -5.7462 -1.2894 2.1318
C -5.8792 -0.9625 3.6243
C -7.2115 -0.4540 3.9379
N -8.2685 -0.0582 4.1738
H -7.7602 -2.0290 1.7888
H -6.5764 -2.5790 0.6105
H -6.5939 -3.2846 2.2266
H -5.8991 -0.3815 1.5447
H -4.7272 -1.6302 1.9365
H -5.1489 -0.2067 3.9163
H -5.6988 -1.8541 4.2267
C -2.3342 8.2859 1.4886
C -3.0143 7.9506 2.8108
C -2.1462 8.2863 4.0303
C -0.8968 7.5324 4.0101
N 0.0885 6.9335 3.9971
H -1.4219 7.7038 1.3511
H -2.9948 8.0608 0.6520
H -2.0737 9.3444 1.4365
H -3.2690 6.8897 2.8282
H -3.9503 8.5056 2.8870
H -2.6753 8.0448 4.9522
H -1.9067 9.3505 4.0485
```

## Properties
ΔE to the lowest compared entry with this formula, charge and spin	0.0	kJ/mol
HOMO	-8.8	eV
frontier orbital gap	9.35	eV

Mulliken atomic charge list, values in e, 8 entries: number 1, O, carries -0.60; number 2, S, carries 1.23; number 3, O, carries -0.36; number 4, O, carries -0.35; number 5, P, carries 0.28; number 6, S, carries -0.36; number 7, H, carries 0.11; number 8, H, carries 0.05